Here is 3 unconnected molecules or ions with the total composition C21H44Br2N2O2S from OMol25. Energies are from ωB97M-V/def2-TZVPD.

Results
Spin multiplicity: 1
Lowest unoccupied orbital energy, Eh: 0.0070
Energy, eV: -180484.9097
Gap between HOMO and LUMO, eV: 9.20
SMILES: C/C(Br)=C(\Br)N(S)C(=O)OCCCCCN.CCCCCC.CCCCCC
HOMO, eV: -9.0

Last column: Löwdin charge in e.
Positions of all 72 atoms, in Å:
C: -0.069 -1.807 -4.446  -0.165
C: 1.262 -1.273 -3.919  -0.727
Br: 1.680 -1.836 -2.114  0.776
C: 2.079 -0.492 -4.607  -0.772
Br: 1.581 -0.035 -6.428  0.855
N: 3.295 -0.010 -3.970  -0.325
S: 2.759 1.315 -2.921  0.831
C: 4.252 0.558 -4.944  -0.650
O: 4.638 1.662 -4.783  0.053
O: 4.686 -0.222 -5.928  -0.006
C: 5.537 0.479 -6.872  -0.138
C: 4.788 1.446 -7.821  -0.166
C: 5.123 2.961 -7.613  -0.196
C: 3.846 3.796 -7.912  -0.207
C: 2.889 3.904 -6.709  -0.291
N: 3.474 4.648 -5.556  0.001
H: -0.073 -1.938 -5.535  0.035
H: -0.279 -2.799 -4.006  0.066
H: -0.883 -1.149 -4.088  0.092
H: 1.898 1.970 -3.763  -0.086
H: 6.409 0.945 -6.382  0.134
H: 5.964 -0.325 -7.498  0.126
H: 3.697 1.301 -7.797  0.059
H: 5.099 1.199 -8.855  0.115
H: 5.862 3.260 -8.385  0.105
H: 5.583 3.195 -6.642  0.101
H: 4.061 4.820 -8.263  0.109
H: 3.298 3.260 -8.716  0.108
H: 2.508 2.931 -6.343  0.064
H: 1.999 4.471 -7.052  0.109
H: 3.711 3.933 -4.864  0.032
H: 2.691 5.137 -5.120  0.058
C: -1.405 -1.433 3.662  -0.114
C: -0.283 -0.401 3.699  -0.265
C: -0.616 0.874 2.922  -0.228
C: -0.841 0.675 1.421  -0.227
C: 0.328 0.038 0.670  -0.296
C: 1.596 0.883 0.710  -0.124
H: -1.611 -1.771 2.645  0.066
H: -1.128 -2.310 4.250  0.065
H: -2.325 -1.022 4.082  0.065
H: 0.642 -0.847 3.324  0.099
H: -0.093 -0.129 4.741  0.103
H: 0.186 1.601 3.078  0.100
H: -1.516 1.327 3.351  0.109
H: -1.063 1.649 0.973  0.110
H: -1.736 0.064 1.264  0.100
H: 0.035 -0.102 -0.373  0.064
H: 0.539 -0.961 1.065  0.096
H: 1.420 1.868 0.271  0.073
H: 2.393 0.399 0.142  0.037
H: 1.958 1.021 1.731  0.067
C: -2.620 -1.766 7.252  -0.115
C: -3.631 -2.504 8.121  -0.268
C: -4.548 -3.427 7.318  -0.228
C: -5.437 -2.720 6.292  -0.229
C: -6.353 -1.639 6.865  -0.271
C: -7.366 -2.182 7.869  -0.113
H: -3.110 -1.114 6.527  0.059
H: -1.974 -1.140 7.871  0.072
H: -1.986 -2.470 6.709  0.069
H: -4.219 -1.784 8.696  0.098
H: -3.087 -3.110 8.853  0.104
H: -5.173 -3.995 8.014  0.100
H: -3.936 -4.169 6.794  0.109
H: -6.050 -3.475 5.787  0.109
H: -4.811 -2.275 5.512  0.096
H: -6.896 -1.171 6.039  0.104
H: -5.763 -0.845 7.331  0.098
H: -8.001 -2.940 7.407  0.075
H: -8.009 -1.377 8.230  0.069
H: -6.876 -2.625 8.737  0.064